1.
{
  "formula": "C7H7ClFN2O",
  "method": "ωB97M-V with the def2-TZVPD basis set",
  "species": ["C", "C", "C", "N", "H", "H", "O", "F", "Cl", "C", "H", "H", "H", "N", "H", "H", "C", "C", "C"],
  "positions_angstrom": [[-0.597, 1.294, 0.600], [-0.286, -0.832, -2.059], [0.297, 0.292, -1.624], [2.809, 1.135, 0.527], [1.139, -1.446, 0.414], [0.652, 1.082, 2.126], [-1.484, 1.670, -0.073], [-1.822, -1.927, -0.703], [-1.482, 0.462, 2.951], [0.194, -1.021, 0.259], [-0.404, -1.092, 1.135], [-0.609, -0.900, -3.094], [0.472, 1.130, -2.246], [0.582, 0.329, -0.213], [-0.297, 2.393, 2.362], [-0.213, -2.885, -1.428], [-0.492, -1.811, -1.010], [-0.310, 1.418, 1.995], [1.850, 0.709, 0.082]],
  "lowdin_charge": [-0.2887, 0.0464, 0.0002, 0.2901, 0.1285, 0.0564, 0.2724, 0.0218, 0.7247, 0.0289, 0.0985, 0.1503, 0.1446, -0.1105, 0.1030, 0.2101, -0.2304, -0.4476, -0.1987],
  "smiles": "N#C[N@@+]1(C(=O)CCl)C=C[C@H](F)C1",
  "total_energy_ev": -27628.8769,
  "charge": 1,
  "multiplicity": 1,
  "homo_lumo_gap_ev": 10.46,
  "homo_ha": -0.569
}

---

2.
{
  "formula": "C7H7ClINO2",
  "method": "ωB97M-V with the def2-TZVPD basis set",
  "species": ["I", "H", "H", "H", "C", "C", "C", "H", "H", "C", "O", "C", "H", "O", "N", "Cl", "C", "C", "H"],
  "positions_angstrom": [[1.921, 1.587, -0.982], [-2.886, 0.139, -2.071], [-3.150, 1.419, -0.843], [-2.334, 1.802, -2.388], [2.383, -1.819, 0.076], [2.472, -1.339, 1.327], [-0.481, -0.154, -1.564], [-0.311, 0.666, 1.720], [3.023, -2.587, -0.325], [0.830, -0.331, -0.872], [-1.236, 0.767, -0.985], [1.576, -0.275, 1.752], [3.258, -1.669, 1.986], [-0.758, -0.773, -2.554], [1.345, -1.439, -0.713], [-0.742, -1.593, 1.194], [0.265, -0.223, 1.501], [-2.482, 1.045, -1.615], [2.051, 0.626, 2.120]],
  "lowdin_charge": [0.8488, 0.0981, 0.0977, 0.1043, -0.1446, -0.0933, -0.6284, 0.0775, 0.1206, -0.6415, -0.1054, -0.2375, 0.1046, 0.1404, 0.0323, 0.7328, -0.5828, -0.0224, 0.0988],
  "smiles": "COC(=O)/C(I)=N/C=C\\C=C/Cl",
  "total_energy_ev": -33577.9774,
  "multiplicity": 1,
  "homo_lumo_gap_ev": 8.03,
  "homo_ha": -0.312
}

---

3.
{
  "formula": "C7H7F2NO3S",
  "method": "ωB97M-V with the def2-TZVPD basis set",
  "species": ["C", "S", "C", "C", "O", "N", "C", "C", "H", "H", "H", "H", "H", "H", "O", "F", "C", "C", "F", "H", "O"],
  "positions_angstrom": [[-2.864, -0.260, 0.183], [1.220, 1.562, -0.920], [2.604, -0.291, 1.109], [-0.515, 0.832, -0.519], [1.421, 0.354, 1.585], [-0.957, 0.968, 0.769], [-1.277, 0.208, -1.549], [2.595, -0.508, -0.454], [1.467, 1.286, 1.594], [3.389, 0.480, 1.301], [2.614, -1.111, 1.744], [-3.771, -0.802, 0.509], [-2.276, 0.309, 2.180], [-0.716, -0.130, -2.455], [1.158, 1.932, -2.324], [3.812, -0.231, -1.059], [-2.462, -0.335, -1.144], [-2.082, 0.446, 1.079], [2.040, -1.549, -1.063], [-3.117, -0.953, -1.795], [1.646, 2.516, 0.112]],
  "lowdin_charge": [-0.0594, 0.8353, -0.1270, -0.2543, -0.1137, 0.0717, -0.0514, -0.2609, 0.0203, 0.1462, 0.1054, 0.1158, 0.1337, 0.1303, -0.3604, 0.0547, -0.0885, -0.1754, 0.1226, 0.1234, -0.3685],
  "total_energy_ev": -31271.0561,
  "multiplicity": 1,
  "homo_lumo_gap_ev": [8.39, 8.39],
  "homo_ha": [-0.337, -0.337]
}

---

4.
{
  "formula": "C7H7F2O2P",
  "method": "ωB97M-V with the def2-TZVPD basis set",
  "species": ["C", "C", "H", "O", "C", "O", "H", "H", "F", "F", "H", "H", "C", "C", "H", "C", "C", "H", "P"],
  "positions_angstrom": [[-2.010, -1.855, -1.110], [-1.572, 0.488, -1.234], [-1.184, 2.851, -0.086], [-0.161, 2.755, -0.023], [-2.406, -0.608, -1.554], [0.089, 1.233, 1.747], [-2.765, -2.590, -1.252], [2.438, 1.410, -1.303], [-3.644, -0.395, -2.010], [-2.046, 1.710, -1.576], [0.900, -1.122, 0.416], [-0.315, 1.939, 2.198], [-0.755, -2.078, -0.515], [0.279, 1.523, 0.308], [-0.522, -3.045, -0.033], [-0.048, -0.910, -0.130], [-0.472, 0.264, -0.513], [2.356, 0.375, 0.312], [2.203, 1.722, 0.019]],
  "lowdin_charge": [-0.0082, -0.1542, 0.1583, -0.0806, -0.1999, -0.0396, 0.1098, -0.1276, 0.0977, 0.0812, 0.1207, 0.0612, -0.0263, -0.6853, 0.1155, -0.0867, -0.1262, -0.1336, 0.9239],
  "smiles": "OC(O)(P)c1cccc(F)c1F",
  "total_energy_ev": -26188.6774,
  "multiplicity": 1,
  "homo_lumo_gap_ev": 10.01,
  "homo_ha": -0.346
}

---

5.
{
  "formula": "C7H7F3N2",
  "method": "ωB97M-V with the def2-TZVPD basis set",
  "species": ["H", "C", "N", "H", "C", "F", "H", "H", "C", "F", "C", "C", "H", "C", "H", "C", "N", "F", "H"],
  "positions_angstrom": [[-2.093, 1.683, -0.125], [1.026, -1.993, 0.360], [-1.896, 1.174, 0.645], [2.987, -2.649, -0.057], [2.656, -0.575, -0.546], [0.689, -3.181, 0.873], [-2.565, 0.020, -1.400], [-2.063, -0.720, 1.587], [0.202, -0.889, 0.318], [-4.380, -0.143, -0.444], [-2.272, -0.175, 0.661], [-3.056, -0.514, -0.572], [-1.041, 1.459, 1.037], [1.720, 0.502, -0.537], [3.663, -0.427, -0.821], [2.306, -1.821, -0.169], [0.473, 0.271, -0.091], [-3.084, -1.820, -0.791], [1.973, 1.456, -1.054]],
  "lowdin_charge": [0.0452, -0.2672, 0.0869, 0.1219, -0.0777, 0.0696, 0.1551, 0.1083, -0.0490, 0.0410, -0.0564, -0.4244, 0.0666, -0.1028, 0.0890, -0.0200, 0.0191, 0.0815, 0.1134],
  "total_energy_ev": -18501.0789,
  "multiplicity": 1,
  "homo_lumo_gap_ev": [7.45, 8.45],
  "homo_ha": [-0.271, -0.293]
}

---

6.
{
  "formula": "C7H7F3N2O",
  "method": "ωB97M-V with the def2-TZVPD basis set",
  "species": ["C", "N", "F", "H", "C", "C", "O", "H", "H", "C", "F", "H", "H", "H", "F", "N", "H", "C", "C", "C"],
  "positions_angstrom": [[1.263, -0.604, -1.401], [-0.094, 0.545, 0.637], [-1.176, 1.922, -1.761], [-2.051, 0.250, 1.847], [1.157, 0.659, 0.592], [-0.021, -0.873, -1.258], [-2.155, -2.312, -0.095], [1.452, 1.382, 1.306], [2.607, 0.825, -0.795], [2.107, 0.024, -0.402], [-0.683, -1.477, -2.286], [-2.478, 0.561, -1.857], [1.571, -0.910, -2.336], [2.793, -0.728, 0.107], [-2.665, 1.615, -0.263], [-2.441, -0.641, 1.575], [-2.496, -1.191, 2.417], [-0.876, -0.280, -0.233], [-1.915, -1.229, 0.410], [-1.939, 1.025, -1.154]],
  "lowdin_charge": [-0.0220, 0.0994, 0.1066, 0.0767, -0.1041, -0.2345, 0.0929, 0.1046, 0.0859, -0.1224, 0.0680, 0.1145, 0.1050, 0.1521, 0.1273, 0.1529, 0.1007, -0.1936, -0.4265, -0.2835],
  "total_energy_ev": -20550.4086,
  "multiplicity": 1,
  "homo_lumo_gap_ev": 9.86,
  "homo_ha": -0.337
}

---

7.
{
  "formula": "C7H7F3N3",
  "method": "ωB97M-V with the def2-TZVPD basis set",
  "species": ["C", "C", "C", "C", "H", "N", "H", "C", "H", "F", "N", "H", "C", "C", "F", "H", "H", "N", "H", "F"],
  "positions_angstrom": [[3.010, -0.595, -0.116], [-0.416, 0.443, 0.774], [0.834, -0.402, -1.269], [0.242, 0.710, -0.671], [-0.571, 1.072, -1.115], [0.246, 0.565, 1.809], [1.008, 0.895, 2.308], [3.513, 0.856, -0.076], [0.873, 1.478, -0.269], [2.901, 1.570, 0.920], [4.886, -2.197, 0.650], [0.026, -0.867, -1.821], [4.002, -1.547, 0.381], [1.919, -1.114, -0.721], [4.804, 0.961, 0.156], [2.091, -2.241, -0.609], [-2.069, -0.312, 1.641], [-1.694, -0.099, 0.743], [-2.256, -0.287, 0.007], [3.190, 1.482, -1.187]],
  "lowdin_charge": [-0.0236, -0.3594, 0.0840, -0.0672, 0.0912, 0.2649, 0.0778, -0.5903, 0.1210, 0.1266, 0.2578, 0.1484, -0.1358, 0.0261, 0.2092, 0.1804, 0.1213, 0.1998, 0.0732, 0.1947],
  "total_energy_ev": -19983.5057,
  "charge": 1,
  "multiplicity": 1,
  "homo_lumo_gap_ev": [7.10, 6.20],
  "homo_ha": [-0.535, -0.513]
}

---

8.
{
  "formula": "C7H7FN2O2",
  "method": "ωB97M-V with the def2-TZVPD basis set",
  "species": ["H", "C", "H", "C", "H", "O", "O", "C", "H", "H", "N", "C", "H", "F", "N", "C", "H", "C", "C"],
  "positions_angstrom": [[2.683, -1.001, -0.144], [-0.715, 0.573, 0.339], [-1.021, 1.507, 2.053], [0.801, -1.555, -1.200], [-0.267, 1.077, -1.659], [1.285, 1.590, 2.252], [3.041, 1.007, 1.170], [-1.064, 0.972, -1.015], [-1.131, -2.256, -1.738], [-1.840, 1.708, -1.037], [1.876, 0.890, 1.417], [-0.597, -1.510, -1.246], [-2.391, -0.532, -0.513], [1.300, -2.574, -1.826], [-1.513, 1.006, 1.425], [-1.349, -0.420, -0.664], [-1.775, 0.247, 2.075], [1.583, -0.889, -0.210], [1.095, 0.157, 0.521]],
  "mulliken_spin": [0.0271, 0.0905, 0.0016, 0.2379, -0.0025, 0.1191, 0.1388, 0.1070, 0.0284, 0.0086, 0.0112, 0.6242, -0.0005, 0.0366, 0.0042, -0.0296, 0.0025, 0.1694, 0.4255],
  "total_energy_ev": -17156.6007,
  "multiplicity": 3,
  "homo_lumo_gap_ev": [7.07, 7.08],
  "homo_ha": [-0.250, -0.367],
  "s_squared": 2.011
}

---

9.
{
  "formula": "C7H7I",
  "method": "ωB97M-V with the def2-TZVPD basis set",
  "species": ["H", "C", "C", "H", "H", "H", "C", "H", "C", "H", "C", "H", "C", "C", "I"],
  "positions_angstrom": [[1.010, -1.879, -1.803], [0.324, -2.673, 0.140], [-0.679, -0.978, 1.492], [-1.547, 2.018, 1.471], [-0.355, 0.009, -1.689], [1.084, 0.463, -0.457], [0.190, -0.293, -0.631], [0.275, 1.583, 1.880], [0.583, -1.701, -0.801], [0.464, -3.737, -0.145], [-0.781, 0.175, 0.592], [-0.315, 2.320, 0.274], [-0.244, -2.088, 1.225], [-0.569, 1.615, 1.116], [-3.045, -0.058, -0.089]],
  "lowdin_charge": [0.1170, -0.1012, -0.0980, 0.0547, 0.1494, 0.1501, -0.2047, 0.1054, -0.1035, 0.1163, -0.6883, 0.0881, -0.0487, -0.1376, 0.6010],
  "smiles": "C[C@]1(I)C#CC=CC1",
  "total_energy_ev": -15468.0416,
  "multiplicity": 1,
  "homo_lumo_gap_ev": 8.07,
  "homo_ha": -0.309
}

---

10.
{
  "formula": "C7H7IN5ORuS",
  "method": "ωB97M-V with the def2-TZVPD basis set",
  "species": ["H", "H", "C", "H", "H", "N", "C", "O", "C", "C", "H", "S", "N", "Ru", "N", "H", "H", "I", "N", "C", "C", "C", "N"],
  "positions_angstrom": [[-2.382, -1.204, -1.872], [3.885, 3.185, 1.000], [-0.630, -2.421, 1.291], [3.608, 3.897, -0.556], [-3.056, -3.360, -0.874], [-0.934, -0.809, -0.453], [-1.894, -1.571, -0.980], [-2.117, 2.771, 0.030], [2.345, 2.380, -0.036], [-2.271, -2.779, -0.411], [-1.910, -4.148, 1.202], [1.559, 2.412, -1.646], [0.988, 0.724, 0.513], [-0.170, 1.065, -1.115], [3.359, 3.211, 0.138], [1.368, -0.609, 2.026], [-0.103, -2.729, 2.184], [-1.083, 1.163, -3.564], [1.975, 1.563, 0.909], [-0.305, -1.230, 0.677], [0.757, -0.359, 1.165], [-1.635, -3.210, 0.737], [-1.355, 2.057, -0.367]],
  "mulliken_spin": [-0.0076, 0.0003, -0.0003, 0.0003, 0.0004, 0.0346, 0.0088, -0.0192, -0.0106, -0.0019, 0.0002, 0.0263, -0.0009, 0.1327, 0.0006, -0.0009, -0.0002, 0.8567, -0.0014, -0.0018, -0.0018, -0.0007, -0.0135],
  "total_energy_ev": -38370.4491,
  "charge": 2,
  "multiplicity": 2,
  "homo_lumo_gap_ev": [6.67, 4.94],
  "homo_ha": [-0.586, -0.585],
  "s_squared": 0.756
}

---

11.
{
  "formula": "C7H7IOS",
  "method": "ωB97M-V with the def2-TZVPD basis set",
  "species": ["C", "H", "H", "H", "C", "C", "I", "C", "H", "O", "H", "C", "S", "C", "H", "H", "C"],
  "positions_angstrom": [[-1.140, 0.800, -1.823], [-1.420, 1.215, -2.903], [0.619, -0.166, 2.602], [0.092, -1.763, 1.999], [-0.170, -0.703, 2.094], [-1.750, 1.331, -0.696], [3.780, 0.598, 0.555], [-1.402, 0.876, 0.532], [0.407, -0.632, -2.464], [3.547, -1.867, -1.721], [-1.178, -0.514, 2.679], [-0.083, -0.141, -1.682], [3.166, -1.647, -0.335], [0.129, -0.627, -0.338], [-2.537, 2.073, -0.731], [-1.632, 1.338, 1.496], [-0.429, -0.169, 0.736]],
  "lowdin_charge": [-0.0951, 0.1430, 0.0645, 0.0807, -0.0565, -0.1221, 0.3105, -0.0497, 0.0697, -0.6375, 0.1202, -0.0580, 0.3699, 0.0071, 0.1051, 0.1158, -0.3676],
  "total_energy_ev": -28351.9527,
  "multiplicity": 1,
  "homo_lumo_gap_ev": [7.50, 7.95],
  "homo_ha": [-0.330, -0.331]
}

---

12.
{
  "formula": "C7H7N",
  "method": "ωB97M-V with the def2-TZVPD basis set",
  "species": ["H", "H", "N", "C", "H", "C", "H", "H", "C", "C", "H", "C", "C", "H", "C"],
  "positions_angstrom": [[-1.180, 1.638, 0.838], [1.158, 1.863, -0.039], [-1.207, 0.761, 0.433], [-0.846, -0.999, -0.822], [-0.446, -1.802, -1.352], [-2.309, 0.017, 0.574], [1.411, 0.941, -1.619], [-2.707, -1.968, -0.367], [-2.112, -1.105, -0.218], [1.095, 0.852, -0.493], [4.457, -0.442, 1.213], [2.456, 0.051, 0.307], [-0.247, 0.175, -0.371], [-3.046, 0.434, 1.196], [3.523, -0.418, 0.721]],
  "lowdin_charge": [0.1247, 0.0888, 0.0348, -0.0511, 0.0853, -0.1139, 0.1272, 0.0818, -0.0898, -0.0700, -0.0021, -0.0529, -0.2841, 0.0987, 0.0226],
  "smiles": "C#CCc1ccc[nH]1",
  "total_energy_ev": -8858.9493,
  "multiplicity": 1,
  "homo_lumo_gap_ev": 9.14,
  "homo_ha": -0.305
}

---

What is the formula in the eighth record? C7H7FN2O2